1.
Formula: C36H104O16
Source: the Open Molecules 2025 dataset
Level of theory: ωB97M-V/def2-TZVPD

Properties
multiplicity: 1
net charge: 0
energy above the lowest of the compared OMol25 structures with the same formula, charge and spin: 2.621 eV
frontier orbital gap: 9.42 eV

Structure (XYZ):
```
156
C36H104O16 (ωB97M-V/def2-TZVPD)
C -3.39847 -2.48454 -1.92476
C -3.99880 -3.92320 -1.79937
C -2.98351 -5.00993 -1.44605
O -5.03470 -3.83463 -0.84651
H -2.68162 -2.35040 -2.73484
H -2.96432 -2.32847 -0.93721
H -4.20205 -1.75162 -1.99676
H -4.48015 -4.13509 -2.75410
H -2.52740 -4.69050 -0.50902
H -2.24580 -5.13198 -2.23914
H -3.44357 -5.96335 -1.18634
H -4.74107 -4.10924 0.02525
C -3.14817 -1.74220 1.90179
C -3.17678 -3.14258 2.57326
C -4.22310 -3.27009 3.65328
O -3.42243 -4.14427 1.64138
H -2.44812 -1.78628 1.06748
H -2.76698 -0.98450 2.58639
H -4.12370 -1.48912 1.48657
H -2.24819 -3.34214 3.10806
H -4.14440 -4.23728 4.14970
H -5.24182 -3.13040 3.29158
H -3.97599 -2.60753 4.48277
H -3.14202 -4.99750 1.98045
C 0.53848 -4.05327 -4.22963
C -0.07343 -2.70141 -4.45947
C -0.06711 -1.87694 -3.14720
O 0.75718 -2.07451 -5.41732
H -0.07130 -4.63245 -3.53621
H 1.46733 -3.98421 -3.66345
H 0.61643 -4.64477 -5.14186
H -1.10822 -2.73678 -4.80013
H -0.48774 -2.48759 -2.34828
H -0.73773 -1.02849 -3.28323
H 0.89353 -1.49854 -2.79781
H 0.55402 -2.46683 -6.26962
C -5.43438 3.00305 -0.93396
C -5.06957 2.65724 0.52434
C -4.57866 1.25459 0.78110
O -4.05972 3.54036 0.89626
H -6.03422 2.16912 -1.29846
H -4.57729 2.99125 -1.60728
H -5.95966 3.95808 -0.92315
H -5.90291 2.76386 1.21880
H -4.46701 1.03999 1.84392
H -3.62196 1.03761 0.30599
H -5.25879 0.45406 0.49011
H -4.26933 4.45970 0.71603
C 2.21005 3.29469 3.30888
C 3.44649 3.77031 4.00954
C 4.01697 5.11216 3.50475
O 3.11209 3.90761 5.33507
H 2.06870 2.21826 3.40602
H 2.38597 3.32038 2.23348
H 1.30549 3.83900 3.58020
H 4.16285 2.96202 3.86255
H 3.40673 5.99132 3.71160
H 4.16323 5.06623 2.42559
H 4.97393 5.18986 4.02078
H 3.07897 3.04815 5.76150
C 0.97372 -3.71567 0.53911
C 0.52222 -3.78553 2.01035
C 0.21469 -5.15700 2.51680
O 1.57333 -3.24540 2.79177
H 1.49907 -2.79498 0.28524
H 0.08867 -3.81782 -0.08886
H 1.63587 -4.53767 0.26713
H -0.32913 -3.11126 2.10341
H -0.18199 -5.06503 3.52788
H 0.99243 -5.91946 2.56002
H -0.57084 -5.61696 1.91723
H 1.18911 -3.00870 3.63910
C 4.62816 -1.96513 1.90107
C 3.79635 -0.75771 2.30475
C 4.45632 0.59218 1.89545
O 2.54607 -0.90595 1.69895
H 5.65091 -1.92734 2.27611
H 4.68968 -2.14279 0.82740
H 4.18797 -2.87012 2.31979
H 3.69333 -0.85484 3.38552
H 5.01929 0.42240 0.97766
H 5.14170 0.87633 2.69396
H 3.83108 1.47194 1.74308
H 2.24054 -1.77792 1.95954
C 3.15110 0.17875 -6.99682
C 3.68718 -0.42761 -5.67488
C 3.08254 0.00150 -4.37472
O 3.44011 -1.78558 -5.79143
H 3.21054 1.26034 -6.87552
H 2.08006 -0.00195 -7.08815
H 3.69686 -0.07241 -7.90631
H 4.77178 -0.33878 -5.61282
H 3.42993 -0.49138 -3.46670
H 2.00667 -0.17046 -4.34261
H 3.23269 1.06638 -4.19700
H 2.50112 -1.92105 -5.64469
C 0.43915 -0.58754 4.77075
C 0.09523 -1.62161 5.80446
C -1.31406 -1.53946 6.23449
O 0.33968 -2.86866 5.30058
H -0.27083 -0.61244 3.94406
H 1.48558 -0.70520 4.48927
H 0.35634 0.43256 5.14576
H 0.74533 -1.50885 6.67207
H -1.38246 -2.18872 7.10734
H -2.07459 -1.83775 5.51289
H -1.58060 -0.52839 6.54238
H -0.05514 -3.54239 5.85898
C 1.02963 1.05501 -1.50486
C 0.19493 1.12155 -0.18324
C -0.63071 -0.11529 0.11294
O 1.07306 1.40240 0.89392
H 1.51820 2.01073 -1.69456
H 0.32209 0.78886 -2.29013
H 1.82976 0.31917 -1.42452
H -0.57635 1.88718 -0.26702
H -1.56254 -0.20443 -0.44549
H -0.86682 -0.09642 1.17690
H -0.17502 -1.08986 -0.06216
H 1.54341 0.59229 1.10390
C 4.89131 2.40342 -1.16640
O 5.71309 2.56187 -2.27268
H 4.06725 3.11518 -1.11734
H 4.43911 1.41167 -1.16053
H 5.48382 2.39995 -0.25150
H 5.24863 2.83707 -3.06649
C -3.17054 1.03066 -3.15120
O -2.42628 0.52068 -4.25466
H -3.41503 0.23443 -2.44811
H -2.65859 1.85858 -2.66074
H -4.16895 1.32955 -3.47049
H -1.80317 1.16053 -4.60667
C 0.45942 2.36966 -4.93966
O -0.79656 2.86671 -4.49443
H 1.28411 2.64743 -4.28328
H 0.29040 1.30192 -5.07915
H 0.75741 2.79297 -5.89888
H -0.64381 3.50403 -3.79293
C 1.73389 4.82517 -0.02267
O 1.68565 5.58240 -1.30046
H 1.87185 3.80508 -0.38111
H 2.54741 5.18948 0.60468
H 0.76812 4.84350 0.48234
H 2.55653 5.93016 -1.50598
C -1.52566 4.52157 -1.31478
O -0.52278 4.32403 -2.31772
H -1.13421 4.12026 -0.38000
H -1.80044 5.56893 -1.18967
H -2.38945 3.90064 -1.55230
H 0.24632 4.74624 -1.92810
C -1.38626 2.57905 2.78037
O -2.72348 2.89960 3.19557
H -0.92923 2.04709 3.61478
H -1.42396 1.85295 1.96828
H -0.80702 3.44757 2.46688
H -3.19756 2.94759 2.36216
```

2.
Formula: C36H106N4O15
Source: the Open Molecules 2025 dataset
Level of theory: ωB97M-V/def2-TZVPD

Properties
multiplicity: 1
net charge: 0
energy above the lowest of the compared OMol25 structures with the same formula, charge and spin: 0.161 eV
frontier orbital gap: 8.98 eV

Structure (XYZ):
```
161
C36H106N4O15 (ωB97M-V/def2-TZVPD)
O 2.18690 -0.18972 -4.01006
H 2.45831 -0.09372 -3.08138
H 2.64919 -0.97327 -4.32579
C 2.35694 4.24769 0.45758
C 2.52207 3.00809 -0.40878
C 2.83117 3.37888 -1.85147
O 1.65480 3.78266 -2.50390
C 1.68041 3.64351 -3.89889
N 3.61695 2.15944 0.13235
H 2.13250 3.98865 1.49180
H 1.56664 4.86233 0.02580
H 3.29400 4.81042 0.43141
H 1.59180 2.44407 -0.45640
H 3.18815 2.46422 -2.35299
H 3.64341 4.10693 -1.97154
H 2.59408 3.99560 -4.38833
H 0.81755 4.16919 -4.30672
H 1.53510 2.58305 -4.15512
H 3.59052 2.20543 1.15353
H 4.52712 2.60528 -0.00454
C -0.73153 -7.11287 5.38395
C -0.76343 -5.58291 5.34140
C -1.22843 -5.02283 4.01890
O -0.47773 -5.65514 2.99425
C -0.76662 -5.13094 1.71795
N -1.68880 -5.15795 6.42164
H -0.68128 -7.43043 6.42509
H 0.15835 -7.49194 4.88269
H -1.62439 -7.51680 4.91012
H 0.20482 -5.15676 5.63681
H -1.11234 -3.93033 3.95351
H -2.29307 -5.20865 3.82082
H -0.31725 -4.14166 1.58725
H -1.85628 -5.05816 1.59694
H -0.44742 -5.80268 0.92274
H -1.61695 -4.15430 6.58737
H -1.30752 -5.53386 7.28632
C 1.29927 -1.45793 1.68347
C 0.99970 -0.18993 0.89926
C -0.37743 -0.13517 0.20118
O -0.54866 0.95411 -0.65844
C -0.03167 0.75885 -1.95577
N 1.14729 0.97838 1.77670
H 1.12199 -2.37399 1.12305
H 0.79336 -1.44812 2.65031
H 2.36661 -1.43147 1.92898
H 1.70608 -0.16022 0.05741
H -1.11147 -0.02585 1.00860
H -0.64862 -1.09158 -0.26242
H -0.29523 1.58398 -2.61680
H -0.42397 -0.16664 -2.39061
H 1.06388 0.73520 -1.97116
H 2.10633 1.01792 2.12665
H 1.16273 1.79554 1.16854
C -2.72543 3.29894 -4.33707
C -2.49998 3.98841 -5.67479
C -1.41635 5.08414 -5.64835
O -1.45043 5.92459 -4.51517
C -2.57982 6.77177 -4.53587
N -2.18162 2.98276 -6.70886
H -1.76917 2.96965 -3.90696
H -3.35213 2.41503 -4.38341
H -3.05530 4.03209 -3.59631
H -3.44388 4.47500 -5.93877
H -1.43162 5.66149 -6.57923
H -0.45353 4.56843 -5.60353
H -2.50736 7.55480 -3.77756
H -3.49114 6.23322 -4.25739
H -2.63884 7.28789 -5.49791
H -1.16613 2.90925 -6.77026
H -2.44162 3.36747 -7.61491
C -1.97016 5.68095 -0.78348
C -1.51839 4.24478 -0.99603
O -0.97543 3.76074 0.22444
H -2.91991 5.70992 -0.24790
H -2.10159 6.12071 -1.77690
H -1.22632 6.28051 -0.26187
H -0.80204 4.31518 -1.82749
H -2.36673 3.62994 -1.31540
H -0.82602 2.81935 0.05967
C -3.94857 -2.62355 3.03824
C -2.88147 -1.64809 2.55549
O -3.04415 -0.43027 3.24913
H -4.93482 -2.30642 2.70232
H -3.97027 -2.70147 4.12580
H -3.71777 -3.62694 2.67289
H -2.97877 -1.49748 1.47605
H -1.89003 -2.05112 2.79782
H -2.24137 0.11563 3.22076
C -0.54933 -0.68244 6.12708
C 0.30435 0.00901 5.07117
O -0.46971 0.30435 3.94399
H -1.49785 -0.14182 6.16423
H -0.13230 -0.63780 7.13198
H -0.72216 -1.71097 5.81227
H 1.14850 -0.66381 4.84642
H 0.80715 0.90793 5.46230
H 0.13072 0.49189 3.16444
C -2.09191 0.63989 -4.88245
C -0.90443 0.02911 -5.62596
O 0.19718 0.92670 -5.53523
H -2.94386 -0.05277 -4.86127
H -2.48387 1.45453 -5.49617
H -1.91852 0.98435 -3.86647
H -1.16173 -0.13289 -6.67334
H -0.65471 -0.95705 -5.22165
H 0.85428 0.53327 -4.92229
C 5.19602 -1.16557 -0.02060
C 4.84623 -0.71547 -1.41272
O 3.55838 -0.11584 -1.46726
H 6.17577 -1.64991 -0.02579
H 4.48944 -1.90336 0.36388
H 5.19746 -0.29141 0.62932
H 4.82354 -1.52898 -2.14687
H 5.65262 -0.07486 -1.79961
H 3.55896 0.67925 -0.85571
C 1.53391 -2.73762 -1.80247
C 0.87061 -3.09851 -3.13043
O -0.38992 -3.71096 -2.85263
H 1.44575 -3.64159 -1.19566
H 1.03162 -1.86555 -1.39377
H 2.60304 -2.56062 -1.90585
H 1.52522 -3.75898 -3.70547
H 0.68888 -2.19960 -3.72084
H -0.70212 -4.17410 -3.63537
C 3.32196 -2.69989 5.28384
C 2.73636 -3.72472 4.35524
O 3.12915 -5.02907 4.77912
H 4.40684 -2.77236 5.37742
H 2.85579 -2.69867 6.26993
H 3.15445 -1.68459 4.90680
H 3.08411 -3.58044 3.32745
H 1.64620 -3.61447 4.36796
H 2.64988 -5.65932 4.22903
C -3.94181 -2.74668 0.43770
C -2.93061 -2.60648 -0.69557
O -1.88709 -3.54292 -0.56745
H -3.46589 -2.47884 1.38181
H -4.26007 -3.78535 0.55442
H -4.81902 -2.13438 0.23689
H -2.55455 -1.57452 -0.63635
H -3.45347 -2.73997 -1.65085
H -1.39814 -3.57898 -1.41682
C -3.75904 0.54478 -2.12223
C -5.06803 1.35655 -2.20137
O -6.15088 0.70074 -1.54762
H -3.43466 0.33093 -1.10679
H -2.99116 1.08797 -2.67388
H -3.93668 -0.40281 -2.63989
H -5.41077 1.56051 -3.21779
H -4.85024 2.29771 -1.69648
H -6.42595 -0.03675 -2.09842
C 5.53234 1.20936 3.50538
C 4.50714 2.08109 4.21557
O 3.31794 2.05338 3.39687
H 5.08736 0.27208 3.17086
H 6.41305 1.01578 4.11296
H 5.82656 1.70897 2.57741
H 4.84423 3.10968 4.35127
H 4.25024 1.64283 5.18386
H 2.65753 2.56019 3.88805
```

3.
Formula: C36H108N12O10P4S6
Source: the Open Molecules 2025 dataset
Level of theory: ωB97M-V/def2-TZVPD

Properties
multiplicity: 1
net charge: 0
energy above the lowest of the compared OMol25 structures with the same formula, charge and spin: 3.852 eV
frontier orbital gap: 8.08 eV

Structure (XYZ):
```
176
C36H108N12O10P4S6 (ωB97M-V/def2-TZVPD)
O 0.18783 -1.28962 10.96233
P -0.93568 -0.37532 10.55308
N -1.66459 0.49330 11.85119
C -1.10272 1.75183 12.48142
C -2.52583 -0.25828 12.89102
N -2.30768 -1.26742 9.94705
C -2.24362 -2.70309 9.69474
C -3.43524 -0.56717 9.50171
N -0.49068 0.80813 9.31962
C 0.64048 0.58933 8.46234
C -1.32909 1.91191 9.02524
H -0.59630 1.58255 13.43168
H -1.93137 2.44786 12.61168
H -0.40929 2.25936 11.81086
H -3.57410 -0.25037 12.59240
H -2.47572 0.15434 13.89866
H -2.32999 -1.33035 12.87054
H -2.46815 -3.27147 10.59731
H -2.89624 -3.09093 8.91258
H -1.21063 -2.97173 9.47366
H -3.27838 -0.18158 8.49434
H -4.34496 -1.16760 9.49859
H -3.57539 0.35716 10.06213
H 0.32132 0.06774 7.56002
H 1.06286 1.57098 8.24777
H 1.36537 -0.08953 8.91155
H -0.74341 2.77517 8.70921
H -1.85214 2.25103 9.91939
H -2.01697 1.60707 8.23658
O -10.85281 0.50119 2.13290
P -9.85084 1.41139 1.52078
N -8.81489 2.17832 2.66357
C -9.11567 2.24833 4.08548
C -7.63653 3.07746 2.27602
N -10.53017 2.78982 0.74517
C -11.91690 3.14979 0.99794
C -9.73973 3.68422 -0.07744
N -8.64921 0.72573 0.45275
C -8.82503 0.62909 -0.97731
C -7.54995 -0.19779 0.86812
H -9.92444 2.96290 4.23837
H -8.20562 2.59302 4.57651
H -9.44478 1.30401 4.51911
H -7.15640 2.80460 1.33629
H -6.74334 2.88067 2.86897
H -7.88116 4.12706 2.43914
H -11.99191 3.46245 2.03944
H -12.19916 4.00242 0.38032
H -12.55354 2.28617 0.80572
H -10.37940 3.99174 -0.90470
H -9.55226 4.52714 0.58774
H -8.82413 3.25350 -0.48271
H -9.30847 -0.31545 -1.22676
H -9.24002 1.53579 -1.41750
H -7.86052 0.56380 -1.48087
H -6.57188 0.09817 0.48878
H -7.62403 -1.24525 0.57583
H -7.47025 -0.11669 1.95219
O 2.97085 -6.64762 -7.74745
P 3.51693 -6.12703 -9.07203
N 5.20834 -6.19849 -9.21491
C 5.88367 -5.63805 -10.35209
C 5.98232 -6.10081 -7.97092
N 3.09941 -4.56041 -9.58766
C 3.05136 -4.07687 -11.01056
C 3.03592 -3.39240 -8.61206
N 2.89570 -7.14723 -10.33986
C 3.67083 -8.27278 -10.82238
C 1.54963 -7.54772 -10.29696
H 6.95275 -5.75449 -10.17427
H 5.79693 -4.55796 -10.47030
H 5.58155 -6.14124 -11.27058
H 6.48957 -5.14187 -7.86487
H 6.81169 -6.80629 -7.92040
H 5.42670 -6.33382 -7.06258
H 4.02023 -3.67183 -11.30269
H 2.69178 -4.85584 -11.68287
H 2.40297 -3.20129 -11.04301
H 3.85841 -2.68875 -8.74046
H 2.04804 -2.93344 -8.65113
H 3.21033 -3.74132 -7.59425
H 4.71737 -8.04369 -10.62144
H 3.46733 -9.20471 -10.29496
H 3.59376 -8.42132 -11.89946
H 1.30806 -8.06183 -9.36668
H 1.31225 -8.26795 -11.07991
H 0.94422 -6.64163 -10.32133
O 11.26939 -3.11475 3.48443
P 10.67098 -1.83122 3.11098
N 10.33745 -1.66769 1.38451
C 10.38100 -0.42226 0.63648
C 9.94055 -2.89808 0.70711
N 11.56568 -0.38140 3.55551
C 11.59135 0.02293 4.96643
C 12.89840 -0.31992 2.93429
N 9.19714 -1.55150 3.88498
C 8.22041 -2.58193 4.18775
C 8.53086 -0.18019 3.84917
H 10.23978 -0.42102 -0.44434
H 11.30454 0.15476 0.68359
H 9.68239 0.29440 1.06828
H 10.66363 -3.08986 -0.08565
H 8.97401 -2.78675 0.21568
H 9.90723 -3.76052 1.37283
H 10.86259 -0.54482 5.54493
H 12.61090 -0.04596 5.34576
H 11.29527 1.06033 5.12206
H 13.21257 0.71972 3.02673
H 13.63290 -0.92535 3.46539
H 13.00332 -0.51068 1.86625
H 7.48530 -2.65312 3.38609
H 8.71435 -3.55357 4.19472
H 7.69630 -2.47557 5.13753
H 8.24468 0.27761 4.79607
H 7.59583 -0.44650 3.35634
H 9.05131 0.58521 3.27350
C 2.34010 9.89826 4.38047
S 3.59617 8.49904 4.25441
O 4.03013 8.06420 5.63205
C 2.47968 7.16144 3.65357
H 2.17048 10.15926 3.33586
H 2.79987 10.74019 4.89803
H 1.42516 9.59467 4.88921
H 1.67728 7.07764 4.38652
H 2.89406 6.16368 3.79803
H 2.24575 7.36908 2.60941
C 0.00732 1.20962 -0.36898
S -0.09416 2.09896 -2.00547
O 1.08982 1.50400 -2.80032
C -1.77343 1.42148 -2.50929
H 1.02951 1.22649 0.00909
H -0.24484 0.15361 -0.46568
H -0.56927 1.68554 0.42421
H -2.51936 1.59033 -1.73265
H -1.71173 0.33908 -2.62204
H -2.15731 1.92352 -3.39738
C -3.72512 -3.24342 -9.76403
S -4.51135 -2.64215 -8.13861
O -5.98313 -2.57077 -8.30465
C -4.09221 -4.20907 -7.13656
H -2.77320 -3.77045 -9.69932
H -3.74326 -2.47445 -10.53633
H -4.39771 -3.97749 -10.20773
H -4.49551 -5.12535 -7.56772
H -4.44873 -3.89600 -6.15525
H -3.00580 -4.24228 -7.05464
C -3.46231 9.98771 0.02843
S -4.39563 9.44507 -1.42205
O -4.05154 7.96676 -1.59633
C -3.42157 10.39423 -2.69045
H -3.46897 11.06562 0.19014
H -2.40292 9.76705 -0.10233
H -3.68981 9.40547 0.92137
H -2.35403 10.28644 -2.49854
H -3.73728 11.42962 -2.56239
H -3.71983 9.97980 -3.65346
C 1.80424 -6.39962 0.35563
S 0.95127 -5.71155 1.82893
O -0.60121 -5.86361 1.67976
C 1.47878 -7.00175 3.06658
H 1.43817 -7.40282 0.13727
H 2.85319 -6.54357 0.61462
H 1.60476 -5.72613 -0.47788
H 1.15418 -7.99018 2.74140
H 0.95353 -6.73747 3.98438
H 2.55631 -7.15745 3.11951
C -4.12700 4.64239 -8.69476
S -5.68479 5.65608 -8.87865
O -6.19212 5.35871 -10.27016
C -6.65859 4.79068 -7.61852
H -3.60479 4.87955 -7.76786
H -3.47043 4.80015 -9.55041
H -4.44411 3.60067 -8.64593
H -6.12299 4.62007 -6.68464
H -6.89174 3.80735 -8.02696
H -7.53717 5.42131 -7.48246
```

Question: What is the formula in the second record?
Answer: C36H106N4O15

Question: Which value of energy above the lowest of the compared OMol25 structures with the same formula, charge and spin does entry 1 give?
Answer: 2.621 eV

Question: Among the records above, which one has the lowest frontier orbital gap?
Answer: C36H108N12O10P4S6

Question: Look up the energy above the lowest of the compared OMol25 structures with the same formula, charge and spin of the second one.
Answer: 0.161 eV